[1]
Computed, not measured: a structure of composition C19H37As3ClIMgN5O5 in a non-equilibrium geometry, with ωB97M-V with the def2-TZVPD basis set.

The geometry in ORCA input format:
```
! RIJCOSX wB97M-V def2-TZVPD def2/J DEFGRID3
* xyz 1 1
Mg 1.556 0.637 -0.900
C -1.353 3.436 -0.670
As -0.189 2.185 0.244
C 0.777 3.516 1.297
C -1.293 1.480 1.703
C -2.319 0.363 1.397
C -3.035 0.054 2.719
C -1.677 -0.935 0.845
As 0.205 -1.349 1.244
C 0.054 -1.939 3.097
C 0.122 -3.141 0.454
C -3.328 0.913 0.366
As -5.088 0.029 0.111
C -5.218 0.478 -1.792
C -4.613 -1.852 -0.178
H -0.713 4.185 -1.134
H -2.004 3.911 0.058
H -1.946 2.960 -1.446
H 0.090 4.305 1.589
H 1.580 3.934 0.692
H 1.200 3.057 2.186
H -1.820 2.329 2.142
H -0.569 1.136 2.450
H -2.329 -0.314 3.468
H -3.805 -0.710 2.585
H -3.520 0.948 3.120
H -1.693 -0.927 -0.249
H -2.262 -1.800 1.151
H -0.811 -2.593 3.200
H -0.061 -1.096 3.780
H 0.955 -2.490 3.364
H -0.542 -3.779 1.037
H 1.119 -3.584 0.437
H -0.256 -3.076 -0.567
H -2.850 1.001 -0.612
H -3.613 1.924 0.669
H -5.194 1.560 -1.925
H -6.160 0.105 -2.193
H -4.391 0.026 -2.345
H -4.349 -2.346 0.755
H -3.808 -1.979 -0.905
H -5.516 -2.328 -0.563
N 3.580 -2.664 -2.279
C 4.645 -2.349 -1.457
C 4.212 -1.336 -0.661
N 2.909 -1.028 -0.980
C 2.566 -1.839 -1.960
C 1.242 -1.711 -2.562
N 0.412 -0.783 -2.126
C -0.714 -0.872 -2.914
C -0.558 -1.873 -3.817
N 0.695 -2.402 -3.578
H 3.601 -3.346 -3.018
H 5.589 -2.862 -1.519
H 4.748 -0.824 0.125
H -1.554 -0.208 -2.786
H -1.203 -2.249 -4.591
H 1.113 -3.156 -4.095
N 3.125 0.657 3.278
C 3.383 1.137 2.049
O 2.591 1.026 1.124
C 4.701 1.828 1.827
I 6.345 0.476 1.987
H 2.281 0.131 3.428
H 3.812 0.692 4.012
H 4.873 2.600 2.572
H 4.721 2.246 0.829
O 2.811 3.201 -3.549
Cl 2.327 2.125 -2.765
O 2.804 0.827 -3.201
O 0.865 2.064 -2.713
O 2.748 2.254 -1.337
*
```

The calculation puts the LUMO energy at -2.4 eV. The calculation puts the maximum force at 1.45 eV/Å. The HOMO energy comes out at -10.674 eV. The total energy comes out at -246566.5125 eV. The HOMO-LUMO gap is 0.306 Ha.


[2]
Computed, not measured: a structure of composition C19H37AsIrNOSi2 in a non-equilibrium geometry, with ωB97M-V with the def2-TZVPD basis set.

The geometry in ORCA input format:
```
! RIJCOSX wB97M-V def2-TZVPD def2/J DEFGRID3
* xyz 3 2
Ir 0.175 0.450 -0.249
C -2.146 2.151 2.456
C -1.886 0.799 1.883
C -0.564 0.269 1.872
C -0.323 -1.074 1.438
C -1.385 -1.851 0.999
C -2.685 -1.307 0.994
C -2.925 -0.013 1.424
H -2.371 2.047 3.523
H -3.014 2.628 2.002
H -1.278 2.803 2.379
H 0.194 0.787 2.452
H 0.633 -1.543 1.655
H -1.226 -2.889 0.740
H -3.515 -1.935 0.692
H -3.940 0.363 1.455
O 1.726 1.600 0.040
C 2.890 1.475 -0.494
C 3.146 0.734 -1.753
C 3.265 -0.722 -1.189
C 4.290 -0.928 -0.051
C 3.899 -0.404 1.355
C 4.075 1.118 1.560
N 3.943 1.771 0.233
H 4.077 1.036 -2.229
H 2.320 0.802 -2.460
H 3.526 -1.373 -2.023
H 2.271 -1.036 -0.837
H 5.259 -0.519 -0.352
H 4.436 -2.004 0.037
H 4.522 -0.909 2.092
H 2.863 -0.692 1.567
H 5.061 1.360 1.945
H 3.340 1.519 2.253
H 4.811 1.851 -0.278
C 0.217 3.128 -5.141
Si 0.371 3.854 -3.468
C 2.062 4.065 -2.798
C -0.922 4.977 -2.813
As -0.655 1.545 -2.129
Si -3.175 1.074 -2.709
C -3.183 -0.760 -2.496
C -3.306 1.719 -4.422
C -3.962 2.082 -1.370
H 0.439 3.912 -5.877
H -0.786 2.760 -5.356
H 0.934 2.322 -5.303
H 2.368 5.102 -2.978
H 2.783 3.422 -3.305
H 2.113 3.899 -1.721
H -0.634 6.006 -3.064
H -1.008 4.925 -1.726
H -1.902 4.798 -3.258
H -2.865 -1.264 -3.410
H -4.205 -1.092 -2.283
H -2.549 -1.094 -1.676
H -2.630 1.220 -5.118
H -3.152 2.798 -4.470
H -4.325 1.528 -4.781
H -3.335 2.183 -0.483
H -4.900 1.605 -1.070
H -4.209 3.083 -1.727
*
```

Its expectation value of S² is 0.85. The calculation puts the LUMO energy (spin up / spin down) at -11.9 / -11.9 eV. The calculation puts the maximum force at 1.40 eV/Å. The HOMO energy (spin up / spin down) comes out at -17.866 / -17.720 eV. The total energy comes out at -103245.6792 eV. The HOMO-LUMO gap (spin up / spin down) is 0.220 / 0.212 Ha.


[3]
Computed, not measured: a cluster of 2 separate species, C19H37B2Br2N4O5 in total in a non-equilibrium geometry, with ωB97M-V with the def2-TZVPD basis set.

The geometry in ORCA input format:
```
! RIJCOSX wB97M-V def2-TZVPD def2/J DEFGRID3
* xyz 1 1
C 4.127 -3.173 0.803
C 3.675 -1.869 1.399
O 4.250 -0.826 1.188
N 2.508 -1.934 2.255
C 2.758 -1.155 3.472
C 1.383 -1.357 1.505
C 0.033 -1.660 2.169
C -0.622 -0.452 2.867
C -1.974 0.022 2.274
C -2.026 -0.055 0.787
C -1.287 0.858 0.007
B -0.384 2.010 0.661
O -1.102 2.969 1.350
N 1.031 2.049 0.578
C 1.608 1.367 -0.608
C 1.553 3.448 0.598
C -1.420 0.765 -1.342
C -2.264 -0.206 -1.916
C -2.456 -0.312 -3.393
B -1.688 -1.618 -3.911
O -0.425 -1.495 -4.415
O -2.321 -2.840 -3.830
N -2.899 -1.068 -1.163
N -2.757 -0.965 0.159
C -3.545 -1.967 0.884
C -4.958 -1.442 1.220
C -5.969 -1.752 0.122
O -4.839 -0.031 1.396
H 5.201 -3.108 0.643
H 3.923 -4.008 1.467
H 3.663 -3.332 -0.170
H 1.985 -1.362 4.211
H 3.717 -1.437 3.900
H 2.785 -0.077 3.278
H 1.534 -0.270 1.458
H 1.424 -1.711 0.473
H 0.243 -2.403 2.939
H -0.646 -2.139 1.463
H 0.067 0.391 2.922
H -0.831 -0.725 3.900
H -2.788 -0.506 2.755
H -2.131 1.073 2.513
H -0.687 3.203 2.187
H 2.693 1.364 -0.536
H 1.241 0.347 -0.678
H 1.350 1.899 -1.527
H 1.631 3.790 1.627
H 0.927 4.123 0.016
H 2.545 3.453 0.161
H -0.888 1.436 -2.002
H -3.523 -0.454 -3.568
H -2.128 0.606 -3.873
H 0.170 -2.162 -4.059
H -2.514 -3.089 -2.920
H -3.647 -2.806 0.202
H -2.995 -2.326 1.746
H -5.307 -1.881 2.157
H -6.982 -1.765 0.520
H -5.799 -2.727 -0.333
H -5.904 -1.008 -0.671
H -5.698 0.374 1.247
Br 2.971 4.792 -2.313
C 4.789 4.317 -2.826
C 4.811 3.309 -3.942
Br 4.355 1.523 -3.320
H 5.281 3.957 -1.928
H 5.253 5.246 -3.148
H 5.814 3.227 -4.354
H 4.110 3.552 -4.732
*
```

The calculation puts the LUMO energy at -3.8 eV. The calculation puts the maximum force at 2.06 eV/Å. The HOMO energy comes out at -11.484 eV. The total energy comes out at -177936.8444 eV. The HOMO-LUMO gap is 0.283 Ha.


Look up the maximum force of the first one.
1.45 eV/Å